15
Properties=species:S:1:pos:R:3:forces:R:3:lowdin_charge:R:1 method="wB97M-V/def2-TZVPD" e_above_lowest_kj_mol=260.0 lumo_energy_ev=0.846 gap_ev=6.979 multiplicity=1 total_charge=0
H -2.05921 1.28555 1.44371 0.07 0.07 -0.08 0.00
C 0.74018 -0.99211 -0.97372 0.09 0.01 0.03 -0.10
N -0.58224 0.38703 0.33640 0.45 -0.15 -0.17 -0.16
N 1.66945 0.59683 0.86401 0.08 0.03 -0.41 0.13
C -0.97819 1.28195 1.33348 -0.26 -0.08 0.19 -0.09
H 1.40852 -0.75744 -1.81157 -0.10 0.05 0.11 0.12
H 1.09162 -1.93543 -0.53509 0.03 0.03 -0.08 0.13
C 0.66986 0.07227 0.07353 -0.14 -0.10 0.28 -0.34
H 2.60257 0.52615 0.46719 -0.32 0.05 0.09 0.10
C -1.42350 -0.30728 -0.58779 0.00 -0.05 -0.10 -0.04
H -2.48997 -0.12593 -0.55390 0.18 -0.01 0.04 0.12
H 1.43187 1.54689 1.17958 -0.06 -0.28 -0.01 0.08
H -1.08694 -1.76853 -2.14288 0.04 0.11 0.13 0.10
H -0.46744 1.05534 2.27236 0.03 0.15 -0.13 0.01
C -0.70896 -1.11464 -1.36887 -0.08 0.16 0.11 -0.06